[1]
# C16H14F3N5O7S

An isolated molecule of C16H14F3N5O7S in a non-equilibrium geometry (ωB97M-V with the def2-TZVPD basis set, OMol25).

Last column: Mulliken charge in e.
CARTESIAN COORDINATES (ANGSTROEM)
1 O -2.83211 -0.56691 -3.09211  -0.6380
2 S -1.52998 -0.07344 -3.52115  1.1958
3 O -0.35916 -0.92091 -3.55459  -0.6398
4 C -1.77883 0.51490 -5.33078  0.6767
5 F -2.12967 -0.55969 -6.06670  -0.1968
6 F -2.76266 1.44187 -5.38385  -0.2105
7 F -0.63607 1.04660 -5.82043  -0.2225
8 C -1.12975 1.29624 -2.46509  -0.3322
9 C 0.19227 1.28195 -1.72077  -0.7335
10 C 0.55673 2.71629 -1.49335  -0.2072
11 N 1.81726 3.27030 -1.64049  0.6882
12 O 2.95804 2.93069 -1.85893  -0.7113
13 O 1.57535 4.74264 -1.39887  -0.2095
14 N 0.26694 5.03611 -1.29766  -0.5271
15 C -0.35311 3.80772 -1.47356  0.8256
16 C -1.74094 3.53869 -1.70686  -1.0752
17 N -2.83546 4.36745 -1.26662  0.9527
18 O -2.66210 5.43415 -0.65099  -0.6179
19 O -3.99130 3.92391 -1.48666  -0.6415
20 C -2.07257 2.28673 -2.29332  0.0863
21 H 1.00125 0.86822 -2.38017  0.5307
22 H -3.12368 2.10928 -2.55359  0.6253
23 C 2.04514 -4.16463 3.81457  -0.8061
24 C 1.97395 -3.22928 2.60525  -0.6194
25 N 0.86813 -2.28014 2.69113  0.1144
26 C 0.51931 -1.56324 1.54234  1.3665
27 C 1.22386 -1.73601 0.32800  -0.8388
28 C 1.02358 -0.84989 -0.71651  -0.1049
29 N 0.22471 0.24540 -0.56896  0.3072
30 C -0.67684 0.27177 0.45231  -0.1492
31 C -0.51431 -0.58811 1.51989  -0.7401
32 C 0.62611 -1.67781 4.00184  -0.3833
33 C 0.77136 -2.67971 5.15154  -0.7075
34 O 1.94969 -3.47648 5.05697  -0.3375
35 H 1.24482 -4.92026 3.72473  0.3630
36 H 3.02097 -4.66800 3.87143  0.3423
37 H 2.94652 -2.70495 2.53618  0.4115
38 H 1.85703 -3.86218 1.71932  0.4137
39 H 1.97954 -2.48746 0.18143  0.2989
40 H 1.47771 -1.00500 -1.69302  0.4041
41 H -1.52417 0.96592 0.34005  0.4620
42 H -1.19265 -0.47113 2.35185  0.3348
43 H 1.34765 -0.86188 4.19733  0.2832
44 H -0.38350 -1.26356 4.04939  0.2793
45 H 0.88845 -2.16371 6.11660  0.3328
46 H -0.12750 -3.32243 5.18287  0.3546

Forces on atoms 1 to 6 (eV/Å):
O 1.123 0.206 -1.075
S -0.739 0.564 1.807
O -0.224 -0.054 -0.237
C -0.057 0.146 0.122
F 0.325 0.982 0.569
F 0.910 -0.835 -0.017

Values from the calculation:
2S+1 = 1
Lowest unoccupied orbital energy = -1.3 eV
Charge = 0
Gap between HOMO and LUMO = 6.510 eV


[2]
# C16H14FO3S

The ion C16H14FO3S with charge -1 in a non-equilibrium geometry (ωB97M-V with the def2-TZVPD basis set, OMol25).

Last column: Mulliken charge in e.
CARTESIAN COORDINATES (ANGSTROEM)
1 O -2.78582 0.46858 5.50591  -0.7384
2 C -2.83785 -0.65564 4.95759  0.4376
3 C -1.87006 -1.76316 5.33865  0.4892
4 C -0.58796 -1.42099 5.78447  -0.3487
5 C 0.30463 -2.40080 6.15673  -0.5416
6 C -0.04737 -3.76419 6.10489  -0.4762
7 C -1.37072 -4.09060 5.75523  -0.5233
8 C -2.28318 -3.10140 5.39514  -0.3771
9 C -3.67692 -0.90570 3.73406  -0.3341
10 C -2.52726 -0.38510 2.31773  -0.5751
11 C -1.22192 -0.83589 2.32165  -0.8250
12 S 0.22463 0.07511 2.52234  1.1402
13 O 0.44376 0.63113 3.84064  -0.5572
14 O 0.61533 0.82932 1.37200  -0.6487
15 F 1.16825 -1.26357 2.42495  -0.3324
16 C -5.02150 -0.22660 3.63463  0.1669
17 C -5.16375 1.10953 4.03196  -0.5060
18 C -6.29750 1.82283 3.69981  -0.5122
19 C -7.39544 1.21446 3.08258  -0.4952
20 C -7.26201 -0.15549 2.72532  -0.3557
21 C -6.11230 -0.87266 2.98349  -0.4928
22 H -0.27975 -0.37028 5.76670  0.4320
23 H 1.32366 -2.13092 6.44175  0.3316
24 H 0.65013 -4.54522 6.42370  0.3601
25 H -1.68037 -5.13242 5.72047  0.3558
26 H -3.31460 -3.34414 5.11559  0.3954
27 H -3.60525 -1.93829 3.31828  0.6394
28 H -3.25658 -1.02051 1.63829  0.2091
29 H -2.77609 0.62156 2.54557  0.4942
30 H -0.98923 -1.88809 2.26925  0.4121
31 H -4.41596 1.52142 4.68628  0.4749
32 H -6.36180 2.86582 3.95426  0.3696
33 H -8.31963 1.77680 2.85619  0.3247
34 H -8.11955 -0.65252 2.27071  0.3291
35 H -6.06729 -1.96889 2.81264  0.2778

Forces on atoms 1 to 6 (eV/Å):
O 0.154 -2.001 -0.425
C -0.296 1.139 -0.868
C -0.439 0.244 0.793
C -0.244 0.547 -0.319
C 0.593 -1.049 -0.025
C -0.876 0.581 0.244

Values from the calculation:
2S+1 = 1
SMILES string = O=C(c1ccccc1)[C@H](CC=[S@](=O)([O-])F)c1ccccc1
Relative energy (zero: lowest compared OMol25 entry of this formula, charge and spin) = 17.8 kcal/mol
Lowest unoccupied orbital energy = 3.2 eV
Charge = -1
Gap between HOMO and LUMO = 6.464 eV


[3]
# C16H14N2O2

An isolated molecule of C16H14N2O2 (ωB97M-V with the def2-TZVPD basis set, OMol25).

Last column: Mulliken charge in e.
CARTESIAN COORDINATES (ANGSTROEM)
1 C 0.68467 1.69534 -4.87607  -0.5620
2 C 0.32009 0.49198 -5.45945  -0.3672
3 C -0.15265 -0.54271 -4.67920  -0.5451
4 C -0.26728 -0.38943 -3.29749  0.5583
5 O -0.76301 -1.48105 -2.63261  -0.3973
6 C -0.90480 -1.43449 -1.23694  -0.5662
7 C 0.43790 -1.64611 -0.51775  -0.4706
8 O 0.28521 -1.60572 0.89140  -0.3575
9 C 0.15844 -0.40485 1.45770  0.3695
10 N 0.17852 0.68237 0.72236  -0.2544
11 C 0.06379 1.85857 1.36023  -0.3357
12 N -0.07426 2.05269 2.63272  -0.6252
13 C -0.10452 0.95264 3.42422  0.1740
14 C -0.25362 1.09435 4.81586  -0.3972
15 C -0.28265 -0.01703 5.61530  -0.3417
16 C -0.16565 -1.30317 5.06820  -0.6024
17 C -0.01935 -1.47383 3.71705  -0.5324
18 C 0.01280 -0.35003 2.87668  0.5036
19 C 0.09988 0.81556 -2.71000  -0.1066
20 C 0.57112 1.84708 -3.50700  -0.6289
21 H 1.05451 2.50596 -5.48541  0.3774
22 H 0.40328 0.35987 -6.52803  0.3683
23 H -0.44444 -1.48525 -5.11510  0.4133
24 H -1.35485 -0.49041 -0.90890  0.4603
25 H -1.58378 -2.25466 -0.98497  0.2949
26 H 1.15563 -0.88437 -0.83783  0.4501
27 H 0.82907 -2.64044 -0.74351  0.3292
28 H 0.08819 2.73260 0.72155  0.3844
29 H -0.34189 2.09047 5.21905  0.4717
30 H -0.39708 0.09088 6.68403  0.3896
31 H -0.19176 -2.16142 5.72294  0.4084
32 H 0.07254 -2.45484 3.27708  0.4675
33 H 0.03177 0.96940 -1.64430  0.2920
34 H 0.85418 2.78002 -3.04181  0.3777

Forces on atoms 1 to 6 (eV/Å):
C 0.067 0.170 -0.024
C -0.018 -0.036 0.026
C -0.051 -0.116 0.178
C 0.019 0.051 -0.235
O 0.204 0.006 -0.301
C -0.020 0.032 0.593

Values from the calculation:
2S+1 = 1
SMILES string = c1ccc(OCCOc2ncnc3ccccc23)cc1
Relative energy (zero: lowest compared OMol25 entry of this formula, charge and spin) = 25.5 kcal/mol
Lowest unoccupied orbital energy = 0.1 eV
Charge = 0
Gap between HOMO and LUMO = 8.644 eV


[4]
# C16H15Br2IN3Ru

A structure of composition C16H15Br2IN3Ru in a non-equilibrium geometry (ωB97M-V with the def2-TZVPD basis set, OMol25).

Last column: Mulliken charge in e.
CARTESIAN COORDINATES (ANGSTROEM)
1 Ru 0.33232 0.56865 -1.28145  -0.0685
2 N -1.56463 -0.04972 -0.64515  -0.1309
3 C -1.72401 -0.63053 0.67785  1.0582
4 C -2.79963 -0.26553 1.45837  -0.5856
5 C -3.02664 -0.92803 2.65574  -0.6870
6 C -2.19377 -1.96422 3.04062  -0.9192
7 C -1.11177 -2.31499 2.24759  -1.0474
8 C -0.83616 -1.63476 1.06229  0.6712
9 C 0.41350 -1.88787 0.36683  0.5559
10 C 1.06471 -3.10116 0.51550  -0.9151
11 C 2.40313 -3.23143 0.20706  -0.4023
12 C 3.21044 -2.12457 -0.25956  -0.8911
13 C 2.62346 -0.97212 -0.51039  -0.3625
14 C 1.15059 -0.86133 -0.39051  1.1644
15 H -2.19542 0.75060 -0.71577  0.4062
16 H -1.92281 -0.72581 -1.32260  0.3189
17 H -3.49557 0.49814 1.12617  0.4457
18 H -3.86869 -0.64390 3.27271  0.4532
19 H -2.37303 -2.48889 3.96911  0.4531
20 H -0.43245 -3.08099 2.59930  0.4711
21 H 0.52145 -3.94047 0.92810  0.6048
22 H 2.88576 -4.18937 0.37167  0.4749
23 H 4.27218 -2.24782 -0.42125  0.4675
24 H 3.21618 -0.15228 -0.88784  0.5127
25 Br 2.32904 1.60603 -2.68802  0.0205
26 C 1.84433 0.32381 -4.06460  -0.4070
27 Br 0.04070 -0.29878 -3.56580  0.1426
28 H 2.51192 -0.53029 -4.03373  0.4372
29 H 1.78716 0.80259 -5.03699  0.4405
30 I -0.92184 4.99164 2.76712  0.3142
31 C -0.51982 4.03974 0.98487  -0.8145
32 C -0.19722 4.62483 -0.23553  0.0474
33 N -0.00194 3.65011 -1.12914  -0.2686
34 N -0.23107 2.43474 -0.57336  0.0776
35 C -0.53132 2.68061 0.72694  -0.3063
36 H -0.12004 5.66537 -0.51550  0.4898
37 H 0.19702 3.75675 -2.11245  0.1953
38 H -0.73608 1.87124 1.41178  0.5831

Forces on atoms 1 to 6 (eV/Å):
Ru -0.231 -0.354 -0.405
N -0.031 -0.023 -0.037
C -0.316 0.329 -0.119
C 0.047 0.128 -0.448
C -0.103 -0.077 0.236
C 0.185 -0.191 0.019

Values from the calculation:
2S+1 = 1
Relative energy (zero: lowest compared OMol25 entry of this formula, charge and spin) = 0.0 kcal/mol
Lowest unoccupied orbital energy (spin up / spin down) = -12.7 / -12.8 eV
Charge = +3
Gap between HOMO and LUMO (spin up / spin down) = 4.226 / 4.173 eV


The evaluated E for the records listed, in turn: -2116.00698 -1341.84320 -878.10509 -6322.43840 hartree.